(1)
66
Properties=species:S:1:pos:R:3:forces:R:3 method="wB97M-V/def2-TZVPD" energy_ev=-31607.279 homo_energy_ha=-0.3534 de_lowest_kcal_mol=85.3 smiles=CCO.CCO.CCO.CCO.CCO.CCO.CO.CO
C 11.707 13.342 17.928 -0.588 -1.481 -0.878
C 10.555 12.721 17.110 -0.926 -1.309 0.115
O 10.957 12.563 15.741 1.796 0.601 1.340
H 11.413 13.465 18.961 -0.016 0.109 0.172
H 11.983 14.279 17.483 0.060 0.576 -0.113
H 12.577 12.667 17.858 -0.307 0.249 0.159
H 9.628 13.285 17.105 0.115 0.911 0.282
H 10.140 11.720 17.505 1.289 0.959 -0.177
H 10.230 12.252 15.253 -1.422 -0.582 -0.950
C 4.526 10.640 17.741 1.096 -1.495 -0.810
C 6.013 10.384 17.289 -1.275 -0.426 -0.023
O 6.771 10.277 18.433 1.955 -0.351 2.689
H 4.144 9.828 18.345 0.027 -0.663 -0.120
H 3.847 10.786 16.911 0.000 0.073 -0.236
H 4.445 11.450 18.423 0.381 1.224 0.307
H 6.413 11.243 16.838 -0.038 1.258 -1.661
H 6.292 9.485 16.719 -1.218 0.269 -0.547
H 7.672 9.920 18.271 -0.715 0.283 0.167
C 7.368 17.979 17.490 -0.293 -0.723 -0.264
C 7.037 16.531 17.898 1.155 -1.301 3.619
O 8.129 15.533 17.754 -0.249 1.920 -1.357
H 6.534 18.685 17.749 0.705 -0.831 0.044
H 7.480 18.042 16.403 0.305 0.119 0.139
H 8.296 18.274 18.014 -0.487 -0.010 -0.448
H 6.090 16.087 17.633 -0.345 0.245 -1.009
H 6.948 16.522 19.032 -0.255 0.594 -0.949
H 7.854 14.651 18.035 -0.466 0.209 0.190
C 5.166 10.111 22.795 0.242 -1.114 -0.912
C 5.397 10.206 21.263 1.068 -0.244 0.147
O 5.881 9.019 20.672 -0.338 -1.281 0.992
H 4.165 9.717 22.939 -0.137 -0.055 0.276
H 5.192 11.132 23.130 0.031 0.370 0.599
H 5.868 9.448 23.395 -0.538 0.970 -1.086
H 6.128 10.960 21.026 0.532 0.586 0.351
H 4.523 10.543 20.736 -0.969 0.048 0.131
H 5.993 9.134 19.726 0.114 0.454 -0.054
C 1.558 13.668 21.584 0.143 0.074 1.053
C 2.659 12.603 21.386 -1.427 2.729 -1.833
O 2.175 11.706 20.463 -0.831 -2.497 -1.204
H 1.811 14.514 22.242 0.045 -0.561 0.233
H 0.636 13.158 21.920 0.548 0.209 0.211
H 1.263 14.150 20.692 -0.037 0.361 -1.459
H 2.734 12.130 22.301 0.879 -1.256 1.754
H 3.577 12.973 20.949 0.575 0.615 0.808
H 2.272 11.973 19.542 0.069 0.353 0.420
C 9.876 11.673 20.630 -0.113 -0.942 -2.177
C 9.459 10.293 20.981 -1.103 -0.493 0.509
O 9.590 9.373 19.908 0.001 0.258 -0.683
H 9.294 12.091 19.791 0.564 -0.385 -0.175
H 10.930 11.522 20.418 0.218 1.077 -0.277
H 9.647 12.348 21.392 0.227 0.915 1.679
H 8.455 10.269 21.379 -0.642 -0.077 -0.011
H 10.089 9.985 21.776 0.727 -0.505 0.983
H 9.476 8.477 20.242 -0.060 0.156 0.062
C 6.624 13.382 20.160 -0.158 0.885 -0.510
O 7.232 13.238 18.893 0.263 -0.121 0.167
H 6.615 14.434 20.393 -0.288 0.424 0.096
H 7.169 12.893 20.934 0.461 -0.566 0.600
H 5.633 12.973 20.068 -0.625 0.035 0.484
H 7.166 12.295 18.775 0.287 -0.922 -0.771
C 5.030 13.780 16.413 -0.102 0.752 1.266
O 4.452 14.999 15.957 0.459 -0.266 -0.739
H 6.093 13.734 16.201 0.148 -0.212 -0.361
H 4.503 12.911 16.059 -0.223 -0.259 -0.261
H 4.970 13.874 17.494 -0.010 -0.785 0.377
H 5.244 15.451 15.670 -0.282 0.842 -0.369

---

(2)
13
Properties=species:S:1:pos:R:3:forces:R:3 method="wB97M-V/def2-TZVPD" energy_ev=-10638.534 homo_energy_ha=-0.3291 de_lowest_kcal_mol=100.1 smiles="NN1C=NC=NN=C1"
N 2.130 0.201 0.037 -0.015 0.650 1.467
N 0.720 0.209 -0.179 0.396 -2.100 1.281
C 0.170 -1.120 0.045 -1.169 1.849 -1.470
N -1.039 -1.495 -0.012 0.695 0.962 0.470
C -2.124 -0.545 -0.044 -1.032 -2.086 -0.025
N -2.299 0.694 0.061 0.899 0.927 -0.578
N -1.245 1.686 0.006 1.757 -0.486 0.648
C 0.027 1.434 -0.014 -1.074 0.128 -0.712
H 2.585 -0.233 -0.762 0.066 -0.045 0.676
H 2.438 -0.110 1.029 -0.776 0.446 -2.591
H 0.950 -1.852 0.045 0.431 -0.411 0.344
H -3.061 -1.154 -0.124 0.657 0.849 0.219
H 0.748 2.285 -0.090 -0.836 -0.682 0.271